Entry 1:
16
Properties=species:S:1:pos:R:3:forces:R:3 method="wB97M-V/def2-TZVPD" total_energy_ha=-631.66262 e_lumo_ha=0.0296 homo_lumo_gap_ha=0.3521 homo_energy_ha=-0.322 spin_multiplicity=1
C 1.9719 -1.2016 -0.0082 0.0 -2.0 0.9
C 0.2435 0.3466 -0.1436 2.4 0.0 -1.2
C 0.0704 1.7717 -0.2943 -2.0 4.6 -2.2
C -2.1216 -0.5713 0.3510 -2.3 0.1 -1.5
H 1.4821 -2.1054 -0.7097 1.8 2.1 1.9
H 3.1526 -1.0229 -0.0505 -2.5 -1.5 0.5
H 1.4390 -1.4602 1.2345 1.9 0.9 -3.6
H 0.3179 0.1338 0.8377 -1.0 -1.0 3.8
H 0.3715 2.4100 0.7470 -0.9 -1.6 -3.4
H 0.6463 2.0655 -1.3122 -0.8 -0.2 2.7
H -1.0887 1.9775 -0.7433 3.0 -0.2 2.0
H -2.1395 0.5476 0.7911 -0.4 -2.7 -1.2
H -1.9553 -1.3462 1.1618 -0.4 1.0 -1.0
H -3.1058 -0.8811 -0.4064 2.3 1.1 3.0
O 1.5706 0.0338 -0.4973 0.4 0.1 -0.5
S -0.8548 -0.6976 -0.9576 -1.6 -0.8 -0.3

---

Entry 2:
16
Properties=species:S:1:pos:R:3:forces:R:3 method="wB97M-V/def2-TZVPD" s2=2.004 total_energy_ha=-523.01842 e_lumo_ha="0.0060 / -0.0523" homo_lumo_gap_ha="0.2325 / 0.3606" homo_energy_ha="-0.227 / -0.413" spin_multiplicity=3
C 1.1490 1.3992 -0.0372 1.2 -1.0 -1.1
C -2.4534 1.5608 -0.0747 0.0 -0.1 0.2
C 1.8518 -1.1905 1.3946 0.4 -0.1 -0.5
C 0.3096 -1.3536 -1.2734 0.4 0.2 -0.1
O 1.4980 2.5073 -0.2175 -0.5 1.2 0.5
Si 1.5906 -0.3497 -0.2920 -1.4 -0.3 1.2
H -3.1352 1.8546 -0.8565 -0.2 0.1 -0.3
H -1.4520 1.4571 -0.4706 0.2 0.0 -0.1
H -2.7780 0.6141 0.3373 -0.1 -0.2 0.1
H -2.4504 2.3079 0.7083 0.0 0.2 0.1
H 0.9435 -1.1626 1.9927 -0.2 0.1 -0.1
H 2.1288 -2.2344 1.2653 0.0 -0.2 0.0
H 2.6412 -0.7096 1.9653 0.1 0.1 0.0
H -0.4971 -1.7089 -0.6377 -0.1 0.0 0.3
H -0.1289 -0.7690 -2.0777 0.0 0.1 0.0
H 0.7822 -2.2225 -1.7261 0.1 -0.2 0.0